[1]
# C29H22N3ORu

A molecular structure, C29H22N3ORu (ωB97M-V/def2-TZVPD, the OMol25 dataset).

Each line ends with the Mulliken spin population.
Element x y z (Å)
Ru 0.107 0.072 0.233  0.755
C -1.561 -0.217 -3.871  0.000
C -0.666 -0.222 -2.791  0.002
N -1.051 -0.008 -1.552  -0.015
C -2.370 0.277 -1.279  0.011
C -3.326 0.297 -2.311  -0.001
C -2.883 0.023 -3.625  -0.001
C -4.672 0.621 -2.021  0.010
C -5.004 0.954 -0.739  -0.006
C -4.055 0.965 0.299  0.012
C -2.732 0.619 0.084  -0.007
N -1.680 0.607 0.973  0.053
C -1.659 0.839 2.332  -0.027
C -2.716 0.966 3.216  0.013
C -2.508 1.212 4.586  -0.004
C -1.258 1.337 5.116  0.007
C -0.137 1.176 4.269  0.000
C 1.192 1.250 4.745  -0.001
C 2.237 1.046 3.892  0.000
C 1.965 0.746 2.547  -0.004
N 0.743 0.694 2.073  0.000
C -0.331 0.910 2.902  0.026
H -1.192 -0.411 -4.868  0.000
H 0.387 -0.421 -2.937  0.000
H -3.609 0.026 -4.430  0.000
H -5.403 0.622 -2.818  0.000
H -6.023 1.228 -0.498  0.000
H -4.391 1.290 1.268  0.003
H -3.733 0.851 2.885  0.003
H -3.379 1.306 5.223  0.000
H -1.104 1.538 6.168  0.000
H 1.359 1.459 5.795  0.000
H 3.263 1.084 4.228  0.000
H 2.756 0.530 1.842  -0.001
C -0.694 -2.596 0.576  0.004
O 0.253 -1.662 1.048  0.101
H -0.217 -3.575 0.454  0.002
H -1.121 -2.298 -0.388  -0.005
H -1.521 -2.695 1.289  0.004
C 3.852 -2.661 -3.166  -0.002
C 2.651 -2.962 -2.490  0.003
C 2.053 -2.022 -1.699  -0.004
C 2.595 -0.721 -1.536  0.025
C 1.956 0.271 -0.715  0.021
C 2.582 1.497 -0.639  0.017
C 3.777 1.803 -1.329  -0.010
C 4.382 0.859 -2.102  0.013
C 3.804 -0.428 -2.224  0.003
C 4.411 -1.423 -3.030  0.001
H 4.328 -3.410 -3.786  0.000
H 2.207 -3.944 -2.593  0.000
H 1.144 -2.268 -1.172  -0.002
H 2.143 2.284 -0.028  0.000
H 4.209 2.792 -1.233  0.000
H 5.304 1.073 -2.630  0.000
H 5.336 -1.179 -3.540  0.000

Values from the calculation:
HOMO (alpha / beta)	-6.93 / -7.28	eV
HOMO-LUMO gap (alpha / beta)	6.6 / 6.9	eV
strongest force on any atom	0.8	eV/Å
multiplicity	2

[2]
# C29H22NO3

2 unconnected molecules or ions with the total composition C29H22NO3 at a distorted geometry (ωB97M-V/def2-TZVPD, the OMol25 dataset).

Each line ends with the Löwdin charge.
Element x y z (Å)
C 6.604 -0.569 -2.680  -0.068
O 5.992 0.501 -1.996  -0.041
C 4.648 0.336 -1.736  -0.194
C 3.978 1.369 -1.046  0.036
C 2.640 1.306 -0.781  0.005
C 1.875 0.192 -1.179  -0.129
C 0.430 0.153 -1.106  0.068
C -0.343 -1.057 -1.259  -0.119
C -1.597 -0.746 -1.823  -0.089
C -2.471 -1.751 -2.212  0.025
C -2.113 -3.059 -1.973  -0.022
C -0.913 -3.372 -1.333  -0.041
C -0.021 -2.389 -0.977  -0.004
C -1.690 0.689 -1.908  -0.092
C -0.486 1.238 -1.406  -0.084
C -0.340 2.631 -1.378  0.022
C -1.360 3.420 -1.857  -0.044
C -2.522 2.860 -2.385  -0.027
C -2.698 1.497 -2.414  0.021
C 2.556 -0.857 -1.835  0.017
C 3.888 -0.787 -2.119  0.014
H 7.653 -0.318 -2.839  0.106
H 6.548 -1.478 -2.079  0.104
H 6.129 -0.716 -3.652  0.102
H 4.555 2.225 -0.744  0.130
H 2.163 2.103 -0.242  0.108
H -3.392 -1.491 -2.699  0.122
H -2.775 -3.848 -2.283  0.119
H -0.683 -4.399 -1.103  0.115
H 0.891 -2.613 -0.451  0.123
H 0.551 3.072 -0.971  0.103
H -1.256 4.491 -1.824  0.114
H -3.286 3.497 -2.794  0.119
H -3.577 1.045 -2.836  0.122
H 1.990 -1.699 -2.190  0.116
H 4.349 -1.588 -2.669  0.112
O -5.438 -1.257 3.871  0.097
C -4.361 -1.556 3.393  -0.473
O -4.158 -2.733 2.754  0.098
C -3.211 -0.632 3.497  -0.142
C -1.998 -0.956 2.934  0.044
C -0.936 -0.053 3.060  -0.177
C -1.106 1.165 3.750  -0.192
N 0.107 1.827 3.711  0.084
C 1.013 1.054 3.021  -0.107
C 0.407 -0.096 2.611  -0.049
C -2.348 1.486 4.320  0.003
C -3.369 0.590 4.183  -0.012
H -5.010 -3.209 2.785  0.135
H -1.867 -1.885 2.410  0.118
H 0.281 2.738 4.137  0.167
H 2.042 1.319 2.841  0.111
H 0.851 -0.901 2.054  0.097
H -2.481 2.414 4.847  0.111
H -4.339 0.796 4.602  0.120

Values from the calculation:
HOMO	-10.43	eV
total charge	+1
HOMO-LUMO gap	4.7	eV
strongest force on any atom	2.6	eV/Å